{"formula": "C38H71BCl40F2N5O3S2", "method": "ωB97M-V with the def2-TZVPD basis set", "species": ["C", "B", "O", "N", "C", "C", "C", "S", "C", "S", "N", "C", "C", "O", "C", "C", "C", "N", "C", "C", "C", "F", "C", "C", "C", "O", "F", "N", "C", "C", "N", "H", "H", "H", "H", "H", "H", "H", "H", "H", "H", "H", "H", "H", "H", "H", "H", "H", "H", "H", "H", "H", "H", "H", "H", "H", "H", "H", "H", "H", "H", "H", "C", "Cl", "Cl", "H", "H", "C", "Cl", "Cl", "H", "H", "C", "Cl", "Cl", "H", "H", "C", "Cl", "Cl", "H", "H", "C", "Cl", "Cl", "H", "H", "C", "Cl", "Cl", "H", "H", "C", "Cl", "Cl", "H", "H", "C", "Cl", "Cl", "H", "H", "C", "Cl", "Cl", "H", "H", "C", "Cl", "Cl", "H", "H", "C", "Cl", "Cl", "H", "H", "C", "Cl", "Cl", "H", "H", "C", "Cl", "Cl", "H", "H", "C", "Cl", "Cl", "H", "H", "C", "Cl", "Cl", "H", "H", "C", "Cl", "Cl", "H", "H", "C", "Cl", "Cl", "H", "H", "C", "Cl", "Cl", "H", "H", "C", "Cl", "Cl", "H", "H", "C", "Cl", "Cl", "H", "H"], "coordinates": [[-0.5519, -2.1607, 2.6665], [0.9387, -1.7493, 2.1384], [2.0134, -1.9956, 3.0755], [1.2387, -1.1711, 0.7718], [2.2955, -1.6573, -0.1772], [2.8856, -3.0941, 0.1762], [4.1286, -3.3458, -0.8472], [5.6956, -3.2785, 0.1539], [6.3226, -1.5505, 0.2573], [6.0492, -0.4795, -1.0331], [7.0770, -1.0123, 1.3833], [6.2238, -0.2555, 2.3408], [5.9250, -1.0128, 3.7210], [5.8590, -2.4346, 3.4337], [7.2418, -2.8290, 3.2464], [7.9405, -2.0286, 2.0422], [0.5117, -0.1455, 0.3627], [-0.5662, 0.5598, 1.0899], [-1.6512, 0.9190, 0.1377], [-2.5307, 2.2170, 0.3977], [-3.6273, 1.8984, 1.5459], [-4.8048, 1.3831, 0.9063], [-0.8072, 0.7974, -1.2571], [-1.2291, 1.7108, -2.4976], [-0.1646, 1.7992, -3.6658], [-0.2604, 2.7602, -4.4399], [0.8999, 0.9049, -3.8812], [0.6235, 0.5262, -0.9645], [1.5709, 1.6754, -0.8306], [0.9357, 3.0386, -0.3245], [1.7512, 3.9084, 0.2367], [-0.5107, -2.9930, 3.4365], [-1.1509, -2.4419, 1.7373], [-1.0336, -1.2087, 3.0961], [2.5910, -1.1929, 3.1023], [3.1818, -0.9238, -0.1458], [1.9622, -1.6900, -1.2658], [3.3420, -3.1595, 1.2185], [2.1480, -3.9436, -0.0423], [4.0276, -4.3491, -1.3911], [4.1154, -2.5556, -1.6635], [6.6177, 0.7854, 2.5921], [5.2107, -0.1029, 1.8185], [6.7043, -0.7484, 4.5218], [4.8707, -0.7067, 4.0529], [7.8109, -2.5614, 4.2112], [7.3526, -3.9564, 3.1278], [8.2097, -2.8028, 1.2353], [8.9398, -1.5921, 2.3827], [-0.1696, 1.3782, 1.5755], [-2.3927, 0.0426, 0.2147], [-3.0178, 2.6513, -0.5371], [-1.8788, 3.0476, 0.8468], [-3.8395, 2.8064, 2.1982], [-3.1669, 1.0619, 2.1765], [-1.1714, -0.2391, -1.6087], [-1.4759, 2.7598, -2.1293], [-2.2128, 1.2744, -2.9004], [2.1416, 1.7905, -1.8145], [2.3649, 1.3794, -0.0518], [-0.1437, 3.3630, -0.4412], [1.1762, 4.7436, 0.4686], [-5.5226, 1.2737, -2.3731], [-4.5388, 0.0988, -3.2568], [-5.6913, 2.7796, -3.2841], [-6.5108, 0.8504, -2.2030], [-5.0453, 1.4897, -1.4206], [-7.7558, 4.7404, -5.4624], [-8.4993, 6.3432, -5.4909], [-8.9796, 3.4685, -5.3677], [-7.1745, 4.6038, -6.3723], [-7.1047, 4.6688, -4.5941], [-0.0772, 0.6496, -7.2289], [-0.0163, -1.0390, -6.6976], [-1.2956, 0.8770, -8.4845], [-0.3263, 1.2803, -6.3784], [0.8975, 0.9309, -7.6237], [1.3403, 4.7825, 3.8799], [0.2249, 3.4615, 3.4990], [2.6867, 4.2141, 4.8721], [1.7330, 5.1922, 2.9516], [0.8003, 5.5548, 4.4244], [-2.9584, -3.2630, -5.8526], [-3.3763, -2.8881, -7.5270], [-3.5369, -2.0063, -4.7491], [-3.4141, -4.2127, -5.5791], [-1.8756, -3.3345, -5.7661], [8.8252, 2.2343, 0.0450], [9.8173, 1.4842, -1.2094], [9.0391, 1.4229, 1.6009], [9.1153, 3.2782, 0.1483], [7.7781, 2.1679, -0.2461], [3.0715, -5.8274, -4.5290], [1.8746, -5.9204, -3.2293], [4.3692, -4.6990, -4.1224], [3.4987, -6.8157, -4.6874], [2.5799, -5.4874, -5.4384], [3.6682, -0.2598, -5.3386], [4.6741, -0.9867, -6.5961], [3.8238, -1.1389, -3.8109], [3.9812, 0.7717, -5.1870], [2.6298, -0.2850, -5.6576], [-3.6839, -0.0346, 5.1990], [-2.4530, 1.2046, 4.9123], [-2.9923, -1.4484, 6.0009], [-4.4664, 0.3843, 5.8319], [-4.1063, -0.3416, 4.2431], [-2.6049, -1.3678, -11.1771], [-3.3696, 0.2262, -11.2038], [-3.8157, -2.6522, -11.1168], [-2.0023, -1.4860, -12.0755], [-1.9705, -1.4413, -10.2950], [1.6813, 8.8294, 3.9070], [2.6469, 7.9677, 2.7023], [-0.0260, 8.3820, 3.7979], [2.0497, 8.5786, 4.8999], [1.7779, 9.8999, 3.7370], [-6.7546, 2.1419, 6.6532], [-5.5238, 3.3778, 6.3625], [-6.0622, 0.7273, 7.4594], [-7.5355, 2.5611, 7.2846], [-7.1778, 1.8328, 5.6994], [3.9200, -3.2896, 6.0910], [5.3842, -3.0065, 7.0420], [2.8744, -4.4808, 6.8714], [3.3767, -2.3515, 5.9917], [4.2039, -3.6577, 5.1066], [-10.2564, -0.1008, 6.0909], [-10.6863, 1.4372, 6.8465], [-9.2914, 0.1517, 4.6304], [-9.6786, -0.6925, 6.7984], [-11.1679, -0.6310, 5.8243], [-14.5104, 0.4030, 8.2666], [-13.5554, -0.3435, 6.9795], [-14.2329, -0.3985, 9.8165], [-14.2267, 1.4501, 8.3542], [-15.5657, 0.3260, 8.0127], [6.3050, -6.5593, 7.1827], [7.8375, -7.0248, 7.9296], [6.2253, -7.0913, 5.4975], [5.4877, -7.0166, 7.7372], [6.2118, -5.4763, 7.2136], [-11.4118, 4.3184, -2.7185], [-12.9264, 4.9793, -3.3446], [-11.7115, 3.0895, -1.4824], [-10.8580, 3.8663, -3.5386], [-10.8287, 5.1260, -2.2797], [4.2868, -3.3898, 10.3327], [4.2618, -5.1571, 10.3609], [2.9728, -2.7159, 11.3044], [5.2373, -3.0433, 10.7344], [4.1753, -3.0516, 9.3043], [7.1549, 1.4104, -7.8533], [7.9567, 0.5547, -9.1753], [6.5251, 2.9731, -8.3898], [6.3280, 0.8030, -7.4906], [7.8728, 1.5750, -7.0519], [0.7864, -2.9642, -13.2336], [0.3156, -1.2805, -12.9715], [-0.0799, -4.0479, -12.1380], [0.5545, -3.2399, -14.2605], [1.8556, -3.0634, -13.0571]], "atomic_forces_ev_per_a": [[0.4, 0.6, -1.3], [0.3, -1.6, 3.6], [-1.5, 2.1, -2.0], [-1.4, 2.3, -1.3], [2.3, -0.8, -0.5], [0.7, -0.4, -0.9], [-1.0, 0.8, -0.2], [0.6, 0.5, 0.3], [-0.4, 2.0, -1.4], [-0.1, -1.4, 1.8], [-1.0, -2.3, 0.2], [-1.5, 1.0, 0.4], [-0.6, 0.1, -0.9], [1.5, 0.9, 0.4], [1.1, 0.0, 0.8], [0.6, -1.5, -0.4], [-1.2, 2.4, -1.2], [1.0, -1.0, 0.5], [-0.2, -0.5, -1.1], [0.5, 0.4, 1.7], [1.2, -0.5, -0.8], [1.3, 0.7, 0.9], [-2.1, -2.4, -1.7], [0.6, -0.7, 1.1], [-0.5, 3.7, -2.4], [0.6, -3.7, 2.6], [-2.2, 1.0, 1.0], [-0.3, -0.9, 2.0], [0.7, 0.5, 0.4], [2.0, 1.7, 0.8], [-2.5, -1.8, -1.1], [-0.1, 1.1, -1.0], [0.4, 0.1, 1.4], [0.7, -1.5, -0.4], [0.0, -1.2, -0.2], [-1.3, -0.9, 0.0], [-0.2, 0.4, 1.6], [-1.1, 0.1, -1.3], [0.7, 1.4, 0.7], [0.5, 1.4, 1.1], [0.3, -0.9, 1.1], [-0.2, -1.4, -0.6], [1.5, -0.1, 0.7], [-1.1, -0.6, -1.0], [1.6, -0.3, -0.2], [-0.8, -0.4, -1.2], [-0.6, 1.5, -0.1], [-0.3, 1.2, 1.1], [-1.5, -0.3, -0.4], [-0.1, -0.5, 0.0], [1.1, 1.2, -0.5], [0.6, -0.9, 1.2], [-0.8, -1.0, -0.7], [-0.1, -1.3, -1.1], [-1.0, 1.2, -0.6], [0.7, 1.4, 0.4], [0.7, -1.2, -1.0], [1.6, 0.6, 0.3], [-1.0, 0.1, 1.3], [-1.0, 0.6, -1.2], [1.1, -1.0, -0.2], [0.6, -0.5, -0.1], [-0.2, 0.0, 0.3], [-0.2, 0.5, 0.4], [0.1, 0.0, 0.1], [0.1, 0.0, -0.2], [-0.1, 0.0, -0.1], [0.2, 0.1, -0.1], [0.1, 0.0, 0.0], [0.1, -0.1, -0.1], [-0.2, 0.0, 0.1], [-0.2, 0.0, -0.1], [0.0, 0.3, -0.1], [0.1, -0.1, 0.1], [0.1, 0.0, 0.0], [0.0, -0.1, -0.1], [-0.1, -0.2, 0.0], [0.3, 0.3, 0.0], [-0.3, -0.2, -0.1], [-0.1, 0.1, -0.1], [0.0, -0.2, 0.1], [0.0, -0.2, 0.0], [0.2, -0.2, -0.2], [0.0, -0.1, 0.1], [0.3, -0.6, -0.3], [-0.1, 0.2, 0.0], [-0.1, 0.1, 0.0], [-0.2, 0.2, -0.2], [-0.1, 0.1, 0.0], [0.2, 0.3, 0.1], [0.1, -0.2, 0.0], [0.1, -0.2, 0.0], [0.1, -0.1, -0.3], [-0.1, 0.0, 0.0], [0.0, -0.1, -0.2], [0.0, 0.1, 0.2], [0.0, 0.1, 0.2], [-0.1, 0.2, -0.1], [-0.1, 0.0, 0.0], [-0.1, 0.2, 0.0], [0.1, -0.2, 0.0], [0.1, -0.2, 0.0], [-0.3, -0.1, -0.1], [0.1, 0.1, -0.1], [-0.1, 0.0, 0.0], [0.4, -0.1, -0.1], [0.2, 0.0, 0.1], [0.2, -0.1, 0.0], [0.1, 0.1, 0.0], [0.0, -0.1, 0.0], [-0.3, 0.0, 0.2], [-0.2, 0.0, -0.1], [0.1, 0.2, 0.2], [0.1, 0.0, 0.0], [0.0, 0.0, 0.1], [-0.1, -0.1, -0.2], [-0.1, -0.2, -0.1], [-0.3, 0.1, -0.1], [0.0, 0.0, -0.1], [-0.3, 0.0, 0.3], [0.2, -0.1, 0.0], [0.1, 0.0, 0.1], [-0.2, 0.0, -0.4], [0.2, 0.2, -0.2], [0.0, 0.1, 0.0], [0.1, -0.1, 0.2], [0.1, 0.0, 0.2], [-0.1, -0.2, 0.2], [0.2, 0.0, 0.0], [0.1, -0.1, -0.1], [0.0, 0.2, -0.1], [0.1, 0.2, -0.1], [-0.1, 0.2, 0.1], [-0.3, -0.1, -0.1], [-0.1, 0.1, 0.0], [0.1, -0.2, 0.0], [0.2, -0.1, 0.0], [-0.1, 0.1, 0.2], [0.0, 0.1, 0.1], [-0.1, 0.1, -0.1], [0.2, 0.0, -0.1], [0.1, -0.2, -0.1], [0.2, 0.1, -0.1], [0.1, 0.0, 0.0], [0.1, 0.0, 0.1], [-0.2, 0.0, 0.2], [-0.2, -0.1, 0.0], [0.1, 0.2, -0.1], [0.1, 0.0, -0.1], [0.0, 0.1, 0.0], [-0.2, -0.1, 0.1], [-0.1, -0.1, 0.3], [0.0, -0.1, 0.2], [0.0, -0.1, 0.1], [-0.1, 0.0, 0.1], [0.1, 0.1, -0.2], [0.0, 0.1, -0.2], [0.2, -0.1, -0.2], [0.3, 0.1, -0.2], [0.0, 0.0, 0.0], [-0.1, 0.1, 0.2], [-0.2, 0.1, 0.1]], "lowdin_charge": [-0.001, -0.389, 0.098, 0.154, -0.108, -0.195, -0.463, 0.887, -0.961, 0.617, -0.228, -0.173, -0.172, -0.214, -0.180, -0.160, -0.134, 0.101, -0.224, -0.100, -0.150, -0.093, -0.218, -0.020, -0.320, 0.107, 0.036, -0.043, -0.101, -0.179, 0.098, 0.091, 0.078, 0.064, 0.111, 0.117, 0.142, 0.090, 0.129, 0.046, -0.011, 0.090, 0.106, 0.137, 0.123, 0.125, 0.135, 0.118, 0.124, 0.099, 0.162, 0.122, 0.107, 0.133, 0.081, 0.161, 0.120, 0.092, 0.138, 0.139, 0.105, 0.056, -0.974, 0.489, 0.550, 0.042, -0.011, -1.034, 0.517, 0.533, 0.032, -0.034, -1.004, 0.522, 0.545, -0.008, 0.035, -1.042, 0.496, 0.527, -0.021, 0.003, -1.013, 0.515, 0.450, 0.031, 0.004, -1.012, 0.508, 0.553, 0.028, 0.003, -0.999, 0.497, 0.529, 0.032, 0.030, -0.999, 0.566, 0.514, 0.037, -0.022, -1.037, 0.490, 0.526, -0.085, 0.028, -1.076, 0.495, 0.494, -0.060, -0.006, -1.005, 0.518, 0.512, 0.032, 0.031, -1.009, 0.515, 0.558, 0.022, -0.010, -0.996, 0.579, 0.542, 0.026, 0.019, -1.027, 0.494, 0.515, 0.033, -0.021, -1.011, 0.516, 0.509, 0.028, 0.029, -1.060, 0.511, 0.491, 0.021, -0.050, -1.049, 0.505, 0.491, -0.047, 0.027, -1.055, 0.500, 0.507, 0.031, -0.060, -1.048, 0.505, 0.496, -0.057, 0.029, -0.999, 0.548, 0.516, 0.031, 0.028], "e_tot_ev": -582819.439, "e_homo_ev": -10.6893, "total_charge": 1, "orbital_gap_ev": 6.65, "de_lowest_kj_mol": 305.5}